Below is a cluster of 2 separate species, C6H17BO4S in total in a non-equilibrium geometry, with properties calculated with ωB97M-V/def2-TZVPD.

Results
Net charge ... 0
Spin multiplicity ... 1
Frontier orbital gap ... 7.70 eV
Strongest force on any atom ... 0.056 hartree/bohr
E_HOMO ... -7.59 eV
M ... 196.1 g/mol
LUMO level ... 0.12 eV

Last column: Löwdin charge in e.
Element x y z (Å)
1 C -1.65016 -1.41111 0.17690  -0.028
2 C -0.83770 -1.53174 1.46732  -0.211
3 O -0.89735 -0.33977 2.26966  0.068
4 B -0.29564 0.78384 1.80570  -0.835
5 O -0.83292 1.97670 1.70868  0.111
6 S 1.50853 0.81918 1.06733  1.225
7 C 2.55360 -0.44903 1.81519  -0.244
8 C 1.32758 0.37405 -0.68616  -0.393
9 O 1.46058 -1.00467 -0.85356  -0.257
10 C 1.34220 -1.36593 -2.22927  -0.069
11 H -2.07294 -0.41789 0.02702  0.092
12 H -1.03372 -1.70848 -0.67003  0.061
13 H -2.48291 -2.11449 0.18771  0.078
14 H 0.19627 -1.82852 1.28125  0.091
15 H -1.26135 -2.32447 2.08224  0.121
16 H -0.78789 2.04156 0.62744  0.042
17 H 3.20692 0.07454 2.50740  0.052
18 H 1.96810 -1.19398 2.34309  0.054
19 H 3.14540 -0.90166 1.02476  0.060
20 H 0.35330 0.79500 -0.99781  0.081
21 H 2.10685 0.89599 -1.25175  0.111
22 H 1.96422 -0.70717 -2.84132  0.094
23 H 0.30275 -1.27478 -2.55081  0.093
24 H 1.68303 -2.39217 -2.32010  0.095
25 C -2.18226 2.63814 -1.19992  -0.315
26 O -0.94804 2.23564 -0.77199  -0.356
27 H -2.75432 1.87904 -1.77628  0.055
28 H -2.88952 2.93582 -0.39822  0.066
29 H -2.17289 3.51757 -1.87278  0.057